Run i
{
  "formula": "Cl2H2N2S2",
  "method": "the ωB97M-V functional and the def2-TZVPD basis",
  "smiles": "SN(Cl)N(S)Cl",
  "charge": 0,
  "species": ["Cl", "Cl", "S", "S", "N", "N", "H", "H"],
  "coordinates": [[1.189, -0.632, 1.450], [0.939, 1.080, -1.599], [-0.603, 2.008, 0.752], [-0.429, -1.861, -0.610], [-0.393, 0.727, -0.440], [-0.171, -0.486, 0.263], [-1.322, 1.045, 1.356], [0.790, -1.880, -1.172]]
}


Run ii
{
  "formula": "Cl2H2N2S2",
  "method": "the ωB97M-V functional and the def2-TZVPD basis",
  "charge": 0,
  "species": ["Cl", "Cl", "S", "S", "N", "N", "H", "H"],
  "coordinates": [[0.812, 0.162, 2.072], [1.479, -1.189, -2.129], [-1.016, -0.947, -0.847], [-0.288, 1.850, 0.126], [0.641, -0.964, -0.760], [0.943, 1.048, 0.637], [-1.172, -1.195, 0.399], [-1.399, 1.236, 0.502]]
}


Most stable structure, least stable structure: run i, run ii.


Run i
{
  "formula": "C5H14NO",
  "method": "the ωB97M-V functional and the def2-TZVPD basis",
  "spin_multiplicity": 2,
  "charge": 2,
  "s2": 1.05,
  "species": ["O", "N", "C", "C", "C", "C", "C", "H", "H", "H", "H", "H", "H", "H", "H", "H", "H", "H", "H", "H", "H"],
  "coordinates": [[0.832, -2.111, 0.177], [0.325, -0.242, -1.541], [1.202, 0.209, -0.619], [0.370, 1.096, 0.577], [-0.132, 2.324, -0.161], [-0.630, 0.246, 1.329], [1.736, -1.090, 0.079], [-1.439, -0.130, 0.698], [-4.556, -3.362, -0.926], [-1.072, 0.941, 2.060], [2.554, -1.534, -0.558], [2.173, -0.921, 1.070], [-0.191, -0.557, 1.921], [1.127, 1.449, 1.283], [-0.486, 3.078, 0.549], [-4.213, -3.055, -0.335], [0.619, -0.095, -2.504], [0.076, -1.903, -0.446], [-0.917, 2.018, -0.868], [1.980, 0.860, -1.003], [0.642, 2.779, -0.782]]
}


Run ii
{
  "formula": "C5H14NO",
  "method": "the ωB97M-V functional and the def2-TZVPD basis",
  "spin_multiplicity": 2,
  "charge": 2,
  "s2": 0.75,
  "species": ["O", "N", "C", "C", "C", "C", "C", "H", "H", "H", "H", "H", "H", "H", "H", "H", "H", "H", "H", "H", "H"],
  "coordinates": [[0.917, 1.650, 2.370], [-1.623, -0.300, -0.299], [0.530, -1.464, -0.212], [1.424, 0.897, -1.117], [1.063, -0.596, -1.387], [-2.860, -0.178, 0.069], [-0.645, -0.798, 0.617], [1.668, 1.531, -1.893], [2.041, -1.111, -1.737], [1.615, 2.319, 2.393], [2.294, 0.941, -0.408], [-3.595, 0.025, -0.770], [0.437, -2.481, -0.617], [-1.036, -1.526, 1.286], [-0.249, 0.127, 1.128], [0.373, -0.619, -2.225], [0.598, 1.484, -0.647], [-1.324, 0.221, -1.182], [1.297, -1.664, 0.605], [0.237, 2.012, 3.008], [-3.162, -0.472, 1.017]]
}


Most stable structure, least stable structure: run ii, run i.